Computed, not measured: a gas-phase ion, C10H11N2O3 (charge +1), with ωB97M-V/def2-TZVPD.

**Net charge**: +1
**Relative energy (zero: lowest compared OMol25 entry of this formula, charge and spin)**: 82.7 kcal per mole
**Highest occupied orbital energy (spin up / spin down)**: -12.14 / -12.14 eV
**Lowest unoccupied orbital energy (spin up / spin down)**: -4.526 / -4.527 eV
**Strongest force on any atom**: 4.3 eV Å⁻¹
**Gap between HOMO and LUMO (spin up / spin down)**: 7.62 / 7.62 eV
**DFT total energy**: -722.375761 Eh

Each atom is followed by the atoms it is bonded to, with distances in Å.
Geometry (Å):
1 C -1.5041 3.2015 -0.0546  C2 1.452, C3 1.400, H16 1.116
2 C -2.3512 2.0307 0.0846  C1 1.452, C5 1.360, H17 1.132
3 C -0.1107 3.0649 -0.0480  C1 1.400, C6 1.402, H18 1.089
4 C -0.4067 0.6935 0.0473  C5 1.387, C6 1.367, C7 1.434
5 C -1.7875 0.7938 0.1270  C2 1.360, C4 1.387, O13 1.330
6 C 0.4236 1.7695 -0.0973  C3 1.402, C4 1.367, O14 1.366
7 C 0.2306 -0.5896 0.1032  C4 1.434, N12 1.277
8 C -1.2459 -2.4073 0.2544  C9 1.568, N12 1.416, H19 1.152, H20 1.070
9 C -2.4149 -1.5481 -0.3405  C8 1.568, O13 1.434, H21 1.152, H22 1.170
10 C 4.0213 -1.0700 0.0705  O15 1.441, H23 1.139, H24 1.189, H25 1.107
11 N 2.2307 0.4361 -0.5119  O14 1.301, O15 1.352
12 N 0.0549 -1.8529 0.1741  C7 1.277, C8 1.416, H26 1.027
13 O -2.5052 -0.3009 0.3605  C5 1.330, C9 1.434
14 O 1.7772 1.5858 -0.1056  C6 1.366, N11 1.301
15 O 3.1971 0.0756 0.3621  C10 1.441, N11 1.352
16 H -2.0933 4.1443 -0.1461  C1 1.116
17 H -3.4095 2.3561 0.3222  C2 1.132
18 H 0.5152 3.9044 -0.3484  C3 1.089
19 H -1.3337 -2.6326 1.3808  C8 1.152
20 H -1.3096 -3.3353 -0.2753  C8 1.070
21 H -2.1052 -1.5265 -1.4498  C9 1.152
22 H -3.4218 -2.1188 -0.1686  C9 1.170
23 H 3.8031 -1.5411 -0.9436  C10 1.139
24 H 3.7995 -1.8418 0.9471  C10 1.189
25 H 5.0922 -0.7955 0.0214  C10 1.107
26 H 0.8538 -2.4960 0.2344  N12 1.027